[1]
Density functional theory data (the ωB97M-V functional and the def2-TZVPD basis) for a cluster of 5 separate species, C36H59N4O13P in total at a distorted geometry.

XYZ file:
```
113
Properties=species:S:1:pos:R:3:mulliken_charge:R:1
C 0.102 2.577 3.551 -0.972
C 0.010 1.319 2.518 -0.205
C -0.676 1.720 1.074 -0.193
C 0.423 1.380 -0.055 0.161
C -0.178 0.875 -1.465 -0.877
C 0.414 -0.569 -1.947 -0.148
C 2.023 -0.588 -2.073 -1.145
C 2.694 -2.043 -1.858 1.640
C 2.074 -2.980 -3.038 -0.613
N 1.692 -3.736 -3.913 -0.575
C 4.261 -1.908 -2.186 -1.181
C 5.038 -0.763 -1.378 0.665
C 4.889 -0.411 0.133 0.364
C 5.667 0.775 0.852 -0.842
C 6.681 1.654 0.032 0.548
C 7.488 2.878 0.732 -0.984
C 6.878 1.285 -1.502 -0.670
C 6.077 0.115 -2.205 -0.681
C 2.326 -2.761 -0.461 0.358
C 1.112 -3.800 -0.788 -0.186
N 0.180 -4.542 -1.036 -0.517
O 1.803 -1.860 0.579 0.016
C 0.732 -2.464 1.301 0.537
N -0.186 -2.860 1.980 -0.593
P 3.702 -3.811 0.317 0.455
N 4.086 -5.040 -0.677 -0.806
H 1.007 3.262 3.296 0.282
H -0.885 3.156 3.602 0.186
H 0.330 2.109 4.591 0.290
H 1.099 0.945 2.390 0.038
H -0.561 0.476 3.043 0.275
H -0.841 2.866 1.140 0.075
H -1.653 1.138 0.932 0.308
H 1.039 2.348 -0.237 0.254
H 1.198 0.580 0.278 -0.394
H -1.325 0.842 -1.388 0.305
H 0.161 1.630 -2.279 0.284
H -0.081 -0.760 -2.982 0.401
H -0.024 -1.346 -1.228 -0.045
H 2.493 0.245 -1.434 0.446
H 2.257 -0.296 -3.175 0.491
H 4.854 -2.902 -2.114 0.463
H 4.331 -1.609 -3.309 0.524
H 4.190 -1.015 0.803 -0.010
H 5.529 1.003 1.977 0.273
H 8.292 2.504 1.459 0.258
H 6.725 3.488 1.349 0.290
H 7.901 3.620 -0.061 0.304
H 7.636 1.892 -2.134 0.241
H 6.272 -0.097 -3.317 0.270
H 3.215 -4.357 1.574 0.140
H 4.932 -3.109 0.554 0.141
H 3.531 -4.984 -1.547 0.320
C -3.500 -3.137 -0.991 -0.915
C -4.986 -3.325 -1.239 -0.385
O -5.736 -2.182 -0.808 -0.359
C -5.649 -1.097 -1.595 0.808
O -5.013 -1.006 -2.621 -0.565
O -6.379 -0.115 -1.034 -0.341
C -6.285 1.134 -1.717 -0.562
H -3.314 -2.900 0.060 0.300
H -2.948 -4.042 -1.254 0.361
H -3.097 -2.309 -1.580 0.271
H -5.344 -4.175 -0.652 0.319
H -5.196 -3.547 -2.289 0.329
H -6.546 1.029 -2.773 0.285
H -5.277 1.542 -1.608 0.227
H -6.990 1.825 -1.254 0.226
C -1.284 4.040 10.137 -1.104
C -0.807 4.284 8.717 -0.183
O -1.078 3.157 7.874 -0.334
C -2.363 2.996 7.513 0.751
O -3.288 3.711 7.823 -0.559
O -2.448 1.885 6.758 -0.294
C -3.782 1.536 6.394 -0.619
H -0.848 3.119 10.535 0.290
H -1.005 4.873 10.786 0.359
H -2.369 3.922 10.181 0.311
H 0.277 4.419 8.720 0.302
H -1.245 5.193 8.293 0.298
H -4.288 2.366 5.896 0.223
H -4.338 1.222 7.280 0.314
H -3.734 0.696 5.700 0.241
C 2.113 -8.616 -8.690 -1.081
C 0.604 -8.653 -8.524 -0.173
O 0.225 -8.463 -7.156 -0.369
C 0.337 -7.206 -6.690 0.763
O 0.713 -6.242 -7.317 -0.566
O -0.024 -7.209 -5.395 -0.378
C 0.152 -5.949 -4.743 -0.593
H 2.589 -9.346 -8.029 0.287
H 2.392 -8.836 -9.723 0.351
H 2.521 -7.637 -8.428 0.311
H 0.234 -9.638 -8.818 0.282
H 0.108 -7.918 -9.165 0.305
H -0.369 -5.151 -5.276 0.306
H 1.214 -5.724 -4.656 0.340
H -0.269 -6.026 -3.739 0.267
C -1.664 8.190 -0.282 -1.105
C -2.513 7.036 -0.781 -0.208
O -2.621 6.002 0.205 -0.257
C -3.432 6.269 1.243 0.633
O -4.072 7.282 1.407 -0.569
O -3.394 5.219 2.084 -0.213
C -4.132 5.421 3.288 -0.576
H -0.683 7.831 0.042 0.284
H -1.527 8.936 -1.069 0.366
H -2.122 8.682 0.579 0.316
H -2.033 6.586 -1.655 0.295
H -3.506 7.370 -1.096 0.305
H -5.168 5.696 3.078 0.366
H -3.645 6.187 3.896 0.321
H -4.130 4.483 3.845 0.032
```

Its frontier orbital gap is 8.4 eV. The value obtained for the LUMO energy is -0.54 eV. Its spin multiplicity is 1. The highest occupied orbital energy comes out at -9.0 eV. The total charge is 0.



[2]
Density functional theory data (the ωB97M-V functional and the def2-TZVPD basis) for a structure of composition C36H60HgN9O2PS2Si.

XYZ file:
```
112
Properties=species:S:1:pos:R:3:mulliken_charge:R:1
Hg 0.419 0.102 -0.313 1.264
N -0.150 3.587 1.652 -0.224
C -0.458 2.613 2.545 -0.087
N -0.805 1.398 2.227 0.415
C -1.177 0.702 3.355 -0.844
C -1.105 1.376 4.532 -0.396
S -0.549 2.978 4.242 -0.338
C -1.481 -0.734 3.272 -0.222
C -2.290 -1.414 4.127 -0.222
S -2.163 -3.112 3.813 -0.362
C -1.069 -2.753 2.510 0.103
N -0.817 -1.497 2.343 0.357
N -0.528 -3.720 1.696 -0.262
H -0.321 3.347 0.678 0.419
H 0.696 4.100 1.852 0.327
H -1.213 0.981 5.526 0.485
H -2.902 -1.024 4.921 0.556
H -0.425 -4.622 2.138 0.307
H 0.371 -3.382 1.308 0.131
C 2.070 -1.853 -4.742 -1.263
Si 1.630 -1.600 -2.923 -0.277
C 3.271 -1.712 -2.016 -0.560
C 0.507 -3.034 -2.439 -0.679
N 0.835 -0.122 -2.632 0.237
C 0.515 0.855 -3.537 -0.321
C -0.042 0.538 -4.799 -0.008
C -0.366 1.507 -5.732 -0.770
C -0.178 2.857 -5.455 -0.643
C 0.346 3.194 -4.211 -0.838
C 0.689 2.227 -3.284 0.254
H 2.828 -2.638 -4.818 0.441
H 2.482 -0.942 -5.180 0.351
H 1.214 -2.155 -5.347 0.312
H 3.628 -2.743 -1.930 0.521
H 3.249 -1.253 -1.026 -0.300
H 4.022 -1.162 -2.589 0.400
H 0.990 -4.007 -2.575 0.452
H -0.386 -3.004 -3.067 0.256
H 0.177 -2.954 -1.402 -0.146
H -0.247 -0.500 -5.025 0.250
H -0.790 1.200 -6.682 0.340
H -0.431 3.618 -6.182 0.364
H 0.501 4.235 -3.948 0.423
H 1.069 2.534 -2.322 0.388
N 2.637 -3.424 2.183 -0.780
N 2.196 -2.641 1.057 0.362
H 3.519 -3.053 2.529 0.376
H 1.969 -3.243 2.925 0.289
H 2.697 -2.973 0.243 0.133
H 2.418 -1.647 1.177 -0.596
C 1.830 -0.570 3.907 -0.463
C 3.143 0.203 3.870 0.132
C 4.319 -0.666 3.422 -1.669
C 3.050 1.485 3.071 -0.091
C 3.050 2.684 3.763 -0.374
C 3.063 3.915 3.118 -1.207
C 3.197 3.898 1.736 -0.719
C 3.235 2.723 0.993 0.268
C 3.606 2.907 -0.479 0.803
C 3.563 1.696 -1.397 -1.485
C 5.015 3.513 -0.576 -1.687
C 2.997 1.464 1.638 0.636
O 2.734 0.387 0.973 -0.354
H 1.936 -1.507 4.467 0.705
H 1.484 -0.789 2.897 -0.259
H 1.055 0.020 4.395 0.004
H 3.362 0.511 4.901 0.620
H 4.188 -0.990 2.388 0.019
H 4.423 -1.537 4.077 0.477
H 5.251 -0.099 3.463 0.411
H 3.044 2.647 4.850 0.315
H 3.036 4.844 3.672 0.303
H 3.314 4.839 1.204 0.386
H 2.910 3.658 -0.883 0.152
H 4.272 0.938 -1.073 0.513
H 3.811 2.008 -2.417 0.461
H 2.592 1.213 -1.425 -0.166
H 5.747 2.806 -0.177 0.377
H 5.107 4.437 -0.005 0.393
H 5.277 3.720 -1.617 0.446
C -2.772 1.462 -2.594 -0.622
P -2.515 2.759 -1.383 1.251
C -3.088 4.256 -2.219 -1.493
C -3.701 2.455 -0.061 -1.018
O -1.137 2.901 -0.845 -0.824
H -3.841 1.380 -2.802 0.543
H -2.410 0.517 -2.191 -0.049
H -2.237 1.697 -3.516 0.087
H -4.140 4.174 -2.494 0.404
H -2.493 4.399 -3.122 0.287
H -2.950 5.111 -1.558 0.347
H -4.725 2.413 -0.437 0.422
H -3.610 3.253 0.676 0.357
H -3.444 1.506 0.408 0.010
N -2.904 -0.878 -0.290 -0.407
C -3.321 -1.868 0.127 -0.149
N -3.774 -3.003 0.659 0.432
C -3.579 -4.221 -0.132 -0.618
C -4.711 -4.412 -1.133 -0.604
C -6.066 -4.371 -0.428 -0.692
C -6.223 -3.086 0.383 -0.556
C -5.060 -2.924 1.354 -0.838
H -3.552 -5.052 0.582 0.364
H -2.598 -4.163 -0.599 0.281
H -4.577 -5.355 -1.668 0.400
H -4.657 -3.613 -1.879 0.244
H -6.141 -5.230 0.249 0.298
H -6.879 -4.473 -1.149 0.344
H -7.168 -3.083 0.932 0.400
H -6.240 -2.223 -0.291 0.243
H -5.060 -3.730 2.095 0.349
H -5.093 -1.981 1.898 0.488
```

Its frontier orbital gap (spin up / spin down) is 5.3 / 5.9 eV. The value obtained for the LUMO energy (spin up / spin down) is 2.04 / 2.03 eV. Its spin multiplicity is 2. The value obtained for the relative energy (zero: lowest compared OMol25 entry of this formula, charge and spin) is 0.6 kcal/mol. The highest occupied orbital energy (spin up / spin down) comes out at -3.3 / -3.8 eV. The total charge is -1.



[3]
Density functional theory data (the ωB97M-V functional and the def2-TZVPD basis) for a structure of composition C36H60InN9O2SSe.

XYZ file:
```
110
Properties=species:S:1:pos:R:3:mulliken_charge:R:1
In -1.095 0.761 1.720 1.081
C -0.720 3.763 4.300 -1.290
C -1.724 2.692 4.714 -0.704
N -2.434 2.155 3.551 0.196
C -3.628 1.371 3.892 -1.349
C -3.281 -0.085 4.124 -0.534
N -2.569 -0.658 2.959 -0.264
C -2.016 -2.011 3.229 -0.903
C -1.169 -2.104 4.485 -1.339
C -0.155 -0.980 4.617 -0.566
N 0.449 -0.586 3.329 0.158
C 1.670 0.202 3.575 -1.080
C 1.316 1.647 3.838 -0.790
N 0.497 2.163 2.726 -0.078
C -0.007 3.539 2.968 0.527
H -0.001 3.906 5.108 0.393
H -1.235 4.721 4.195 0.432
H -2.412 3.116 5.453 0.564
H -1.222 1.862 5.214 0.326
H -2.744 2.915 2.950 0.230
H -4.329 1.454 3.063 0.245
H -4.123 1.767 4.784 0.565
H -4.196 -0.651 4.319 0.441
H -2.650 -0.188 5.003 0.445
H -3.262 -0.754 2.217 0.465
H -1.377 -2.276 2.388 0.397
H -2.822 -2.748 3.279 0.584
H -0.653 -3.066 4.445 0.418
H -1.786 -2.136 5.383 0.397
H 0.631 -1.287 5.314 0.584
H -0.618 -0.095 5.052 0.175
H 0.717 -1.412 2.797 0.261
H 2.322 0.130 2.707 0.104
H 2.227 -0.193 4.429 0.589
H 2.231 2.236 3.941 0.406
H 0.757 1.755 4.763 0.601
H 1.122 2.196 1.922 0.392
H -0.694 3.769 2.156 -0.832
H 0.824 4.248 2.902 0.658
O -1.913 -2.286 -4.757 -0.495
C -2.943 -2.441 -3.797 -1.041
C -2.438 -1.866 -2.503 0.133
C -2.697 -2.450 -1.275 -1.687
C -2.205 -1.847 -0.133 -0.342
N -1.447 -0.748 -0.133 1.472
C -1.175 -0.189 -1.322 0.174
C -1.677 -0.707 -2.506 -0.660
C -0.332 1.037 -1.367 0.370
C 0.266 1.419 -2.558 -0.240
C 1.021 2.581 -2.633 -0.025
C 1.633 2.982 -3.955 -1.019
O 0.679 2.920 -4.994 -0.536
C 1.154 3.330 -1.479 -1.847
C 0.559 2.871 -0.321 -0.150
N -0.161 1.751 -0.242 1.696
H -2.228 -2.596 -5.613 0.334
H -3.216 -3.490 -3.655 0.415
H -3.846 -1.895 -4.095 0.375
H -3.287 -3.354 -1.191 0.559
H -2.435 -2.294 0.820 0.222
H -1.496 -0.214 -3.448 0.773
H 0.152 0.825 -3.451 0.432
H 2.413 2.263 -4.215 0.171
H 2.108 3.962 -3.874 0.479
H 0.172 3.738 -5.020 0.355
H 1.708 4.260 -1.467 0.548
H 0.643 3.472 0.574 0.025
Se -3.396 1.597 0.531 -0.021
C -3.122 3.056 -0.671 0.210
C -3.813 3.046 -1.878 -0.602
C -3.627 4.092 -2.769 -0.494
N -2.813 5.124 -2.550 -0.626
C -2.175 5.139 -1.385 -0.555
C -2.295 4.145 -0.425 0.061
H -4.481 2.233 -2.130 0.453
H -4.157 4.096 -3.715 0.379
H -1.533 5.995 -1.200 0.424
H -1.759 4.241 0.508 0.384
C 5.282 -2.625 -2.490 -0.864
C 5.879 -1.228 -2.342 -0.652
C 4.929 -0.073 -2.659 -1.116
C 3.759 0.088 -1.695 -0.334
N 2.719 -0.898 -1.980 0.523
C 1.877 -1.437 -1.100 -0.943
S 1.750 -0.859 0.508 -0.426
N 1.116 -2.456 -1.504 0.797
C 1.134 -3.113 -2.807 -0.677
C 0.576 -4.528 -2.712 -0.891
C 1.491 -5.549 -2.035 -0.518
C 1.600 -5.422 -0.518 -1.041
H 6.047 -3.388 -2.347 0.452
H 4.865 -2.771 -3.491 0.252
H 4.496 -2.819 -1.757 0.075
H 6.743 -1.142 -3.004 0.369
H 6.263 -1.101 -1.326 0.308
H 4.544 -0.178 -3.682 0.339
H 5.492 0.862 -2.652 0.501
H 3.331 1.092 -1.772 -0.116
H 4.082 -0.050 -0.663 0.602
H 2.737 -1.291 -2.909 0.394
H 0.446 -2.783 -0.827 0.142
H 2.167 -3.165 -3.165 0.327
H 0.549 -2.529 -3.525 0.348
H 0.360 -4.852 -3.731 0.431
H -0.392 -4.492 -2.197 0.208
H 2.487 -5.488 -2.484 0.292
H 1.115 -6.545 -2.277 0.370
H 2.067 -4.486 -0.209 0.185
H 2.200 -6.233 -0.106 0.421
H 0.611 -5.481 -0.052 0.238
```

Its frontier orbital gap is 7.2 eV. The value obtained for the LUMO energy is -5.32 eV. Its spin multiplicity is 1. The value obtained for the relative energy (zero: lowest compared OMol25 entry of this formula, charge and spin) is 1.6 kcal/mol. The highest occupied orbital energy comes out at -12.5 eV. The total charge is +2.



[4]
Density functional theory data (the ωB97M-V functional and the def2-TZVPD basis) for a cluster of 3 separate species, C36H61FN6O7P2 in total at a distorted geometry.

XYZ file:
```
113
Properties=species:S:1:pos:R:3:mulliken_charge:R:1
C -2.897 0.017 -5.691 -1.000
C -3.490 1.446 -5.403 -0.457
C -2.512 2.436 -4.639 -0.712
C -1.325 1.744 -3.904 0.488
C -1.556 1.281 -2.526 -0.903
C -0.517 0.620 -1.721 -0.641
C 0.795 0.454 -2.341 -0.875
C 1.019 0.905 -3.701 0.506
C -0.022 1.554 -4.529 1.052
C 0.315 1.976 -5.997 -0.471
O -0.579 1.978 -6.816 -0.580
C 1.794 2.313 -6.273 0.334
C 2.835 1.668 -5.440 0.060
C 4.252 1.909 -5.609 -1.279
C 4.709 2.801 -6.675 -0.720
C 3.707 3.430 -7.518 1.129
C 4.170 4.370 -8.681 0.010
C 5.710 4.389 -8.897 0.098
O 6.412 5.053 -8.210 -0.446
F 6.321 3.631 -9.891 -0.290
C 2.257 3.213 -7.317 0.575
C 1.276 3.981 -8.255 -0.907
O 1.457 5.415 -8.072 -0.508
C 1.133 5.802 -6.725 0.042
C 2.406 6.186 -5.879 -0.589
O 2.513 5.232 -4.821 -0.190
C 3.729 5.372 -4.094 -0.307
C 3.697 4.328 -2.888 -0.775
C 2.437 0.695 -4.285 0.180
O 3.194 -0.141 -3.846 -0.588
H -2.738 -0.573 -4.753 0.274
H -1.933 0.016 -6.255 0.166
H -3.645 -0.529 -6.333 0.391
H -3.722 1.920 -6.393 0.294
H -4.415 1.293 -4.784 0.312
H -2.086 3.217 -5.313 0.150
H -3.122 2.949 -3.841 0.507
H -2.560 1.414 -2.061 0.498
H -0.726 0.281 -0.675 0.486
H 1.601 -0.033 -1.739 0.385
H 5.026 1.443 -4.956 0.421
H 5.810 2.964 -6.774 0.273
H 3.719 3.936 -9.624 0.372
H 3.780 5.413 -8.609 0.340
H 1.599 3.783 -9.311 0.413
H 0.195 3.779 -8.067 0.326
H 0.449 6.689 -6.772 0.422
H 0.552 4.993 -6.194 -0.187
H 2.247 7.222 -5.452 0.441
H 3.319 6.245 -6.526 0.246
H 3.911 6.419 -3.712 0.427
H 4.626 5.088 -4.721 0.172
H 4.451 3.516 -3.017 0.211
H 2.681 3.849 -2.934 0.096
H 3.756 4.862 -1.908 0.317
C -2.807 -3.450 1.999 -0.941
N -2.391 -2.096 2.288 0.210
C -1.062 -2.124 2.902 -1.468
P -3.348 -0.777 2.832 0.959
O -2.642 0.252 1.947 -0.826
N -4.859 -0.623 1.953 0.125
C -5.140 -1.435 0.778 -1.110
C -5.184 0.766 1.598 -0.935
N -4.163 -1.835 4.022 0.104
C -5.424 -2.530 3.837 -0.939
C -4.230 -1.112 5.309 -1.147
H -2.995 -4.041 2.904 0.313
H -2.029 -3.970 1.428 0.383
H -3.683 -3.500 1.356 0.230
H -1.112 -2.478 3.938 0.572
H -0.616 -1.127 2.907 0.289
H -0.374 -2.767 2.347 0.404
H -4.315 -1.427 0.053 0.285
H -6.044 -1.088 0.269 0.401
H -5.375 -2.467 1.041 0.270
H -4.645 1.092 0.699 0.170
H -4.934 1.454 2.408 0.360
H -6.255 0.872 1.403 0.348
H -6.268 -1.857 3.663 0.306
H -5.652 -3.112 4.737 0.396
H -5.374 -3.268 3.039 0.250
H -4.948 -0.283 5.263 0.356
H -3.248 -0.695 5.559 0.322
H -4.511 -1.776 6.131 0.373
C 0.020 -5.985 7.994 -0.913
N 0.355 -5.188 6.834 0.227
C 0.521 -6.070 5.681 -1.137
P 1.349 -3.787 6.751 0.709
O 0.445 -3.064 5.752 -0.608
N 1.006 -2.634 8.027 0.109
C -0.129 -2.807 8.923 -1.087
C 0.967 -1.241 7.556 -1.045
N 2.568 -4.567 7.801 -0.052
C 2.682 -4.429 9.242 -0.924
C 3.904 -4.319 7.217 -1.147
H 0.846 -6.626 8.323 0.331
H -0.830 -6.640 7.768 0.376
H -0.323 -5.389 8.836 0.195
H 1.463 -6.633 5.742 0.323
H 0.530 -5.495 4.751 0.275
H -0.304 -6.781 5.597 0.360
H -1.063 -3.015 8.384 0.272
H -0.282 -1.916 9.538 0.405
H 0.045 -3.596 9.655 0.267
H 0.003 -0.996 7.095 0.258
H 1.751 -1.048 6.821 0.348
H 1.126 -0.550 8.388 0.358
H 2.872 -3.401 9.565 0.303
H 3.517 -5.041 9.600 0.399
H 1.811 -4.821 9.764 0.247
H 4.198 -3.267 7.328 0.378
H 3.898 -4.558 6.148 0.357
H 4.669 -4.948 7.678 0.367
```

Its frontier orbital gap is 6.8 eV. The value obtained for the LUMO energy is -1.22 eV. Its spin multiplicity is 1. The highest occupied orbital energy comes out at -8.0 eV. The total charge is 0.



Number 1: electronic energy -2945.2160 Eh. Number 2: electronic energy -3631.8505 Eh. Number 3: electronic energy -5040.4288 Eh. Number 4: electronic energy -3045.8118 Eh.